# 1
A single C4H8N2O2 molecule in a non-equilibrium geometry, computed with ωB97M-V/def2-TZVPD.

The geometry in XYZ format:
```
16
C4H8N2O2 ωB97M-V/def2-TZVPD
C 0.960 -1.694 -0.478
C 0.187 -0.464 -0.096
N 0.687 0.708 0.195
N 2.005 0.861 0.307
C -1.258 -0.534 -0.032
O -1.925 -1.538 0.007
C -1.963 0.932 0.244
O -1.541 2.005 -0.530
H 1.646 -1.994 0.318
H 0.258 -2.507 -0.645
H 1.539 -1.516 -1.386
H 2.611 0.062 0.471
H 2.285 1.736 0.724
H -1.901 1.130 1.327
H -3.009 0.737 -0.004
H -0.580 2.077 -0.421
```

Values from the calculation:
SMILES: C/C(=N\N)C(=O)CO
Electronic energy: -417.1556 hartree
Strongest force on any atom: 3.5 eV Å⁻¹
Energy above the lowest of the compared OMol25 structures with the same formula, charge and spin: 263.6 kJ/mol

# 2
3 unconnected molecules or ions with the total composition C4H8N2O2 in a non-equilibrium geometry, computed with ωB97M-V/def2-TZVPD.

The geometry in XYZ format:
```
16
C4H8N2O2 ωB97M-V/def2-TZVPD
C 1.822 0.321 0.371
C -0.273 -0.819 0.435
C -0.329 0.488 0.039
C -3.110 -0.667 -0.204
O 2.179 1.428 -0.412
O 2.507 -0.819 -0.026
N -2.249 -1.230 0.513
N -0.757 1.487 -0.512
H 2.167 1.126 -1.334
H 3.433 -0.763 0.267
H 1.973 0.587 1.419
H -0.080 2.225 -0.722
H -0.034 -1.571 -0.306
H -0.116 -1.043 1.482
H -4.177 -0.957 -0.141
H -2.955 0.207 -0.869
```

Values from the calculation:
Electronic energy: -416.9819 hartree
Strongest force on any atom: 5.3 eV Å⁻¹
Energy above the lowest of the compared OMol25 structures with the same formula, charge and spin: 719.4 kJ/mol

# 3
2 unconnected molecules or ions with the total composition C4H8N2O2 in a non-equilibrium geometry, computed with ωB97M-V/def2-TZVPD.

The geometry in XYZ format:
```
16
C4H8N2O2 ωB97M-V/def2-TZVPD
C -1.613 0.739 -1.324
C 0.883 -1.284 1.131
C 0.092 -1.811 -0.079
C 0.488 -0.302 0.037
N -2.301 1.889 -1.125
N -0.515 0.625 0.398
O -1.460 -0.194 -2.083
O 0.091 1.909 0.557
H 0.444 -1.415 2.140
H 2.014 -1.616 1.186
H 0.592 -2.381 -0.853
H -1.005 -1.912 -0.094
H 1.241 0.070 -0.589
H -1.715 2.541 -0.595
H -2.843 2.222 -1.933
H -0.618 2.372 0.943
```

Values from the calculation:
Electronic energy: -417.0475 hartree
Strongest force on any atom: 4.0 eV Å⁻¹
Energy above the lowest of the compared OMol25 structures with the same formula, charge and spin: 547.4 kJ/mol

Q: electronic energy of number 3 (C4H8N2O2)?
A: -417.0475 hartree

Q: Among the records above, which one has the lowest strongest force on any atom?
A: number 1

Q: Among the records above, which one has the highest energy above the lowest of the compared OMol25 structures with the same formula, charge and spin?
A: number 2